Record 1
{"formula": "Ag3Cl2O28Pb3S5", "method": "the ωB97M-V functional and the def2-TZVPD basis", "total_charge": 0, "spin_multiplicity": 4, "homo_ha": [-0.3737, -0.3737], "energy_ev": -164273.00061, "orbital_gap_ha": [0.3027, 0.1182], "species": ["Pb", "Pb", "Pb", "Ag", "Ag", "Ag", "Cl", "O", "O", "O", "O", "Cl", "O", "O", "O", "O", "S", "O", "O", "O", "O", "S", "O", "O", "O", "O", "S", "O", "O", "O", "O", "S", "O", "O", "O", "O", "S", "O", "O", "O", "O"], "positions_angstrom": [[1.598, 0.923, 2.122], [-1.809, 0.463, -0.956], [-1.549, 4.409, 0.289], [2.214, -0.525, -2.281], [1.503, -2.678, -0.103], [-4.368, 1.887, 1.975], [-1.094, -2.219, 1.554], [-0.817, -2.759, 0.219], [0.019, -2.337, 2.448], [-1.253, -0.765, 1.332], [-2.407, -2.680, 2.048], [-1.423, -1.315, -3.388], [-0.363, -1.177, -2.278], [-2.408, -2.228, -2.848], [-2.030, -0.009, -3.548], [-0.744, -1.773, -4.560], [-1.361, 2.433, 2.790], [-2.482, 1.762, 3.525], [-1.232, 2.032, 1.383], [-1.404, 3.903, 2.691], [0.015, 1.953, 3.455], [0.983, 1.971, -0.679], [0.632, 0.624, -0.095], [1.525, 2.705, 0.440], [1.997, 1.748, -1.741], [-0.265, 2.525, -1.144], [3.303, -1.909, 2.393], [4.909, -1.897, 2.410], [3.034, -0.935, 3.448], [2.865, -1.391, 1.098], [2.944, -3.319, 2.534], [-4.221, 3.119, -0.608], [-4.705, 1.803, -0.149], [-5.219, 3.844, -1.226], [-3.742, 3.815, 0.697], [-2.998, 2.897, -1.434], [4.142, -2.950, -2.316], [3.913, -4.001, -3.317], [3.299, -3.570, -1.243], [5.410, -2.605, -1.819], [3.591, -1.774, -3.121]]}



Record 2
{"formula": "Ag3I", "method": "the ωB97M-V functional and the def2-TZVPD basis", "total_charge": 5, "spin_multiplicity": 4, "homo_ha": [-1.2671, -1.2642], "energy_ev": -20008.29622, "orbital_gap_ha": [0.3250, 0.1681], "species": ["Ag", "Ag", "Ag", "I"], "positions_angstrom": [[-1.688, -3.991, 4.292], [-3.606, -5.976, 2.793], [-3.050, -7.108, 0.346], [0.338, -4.803, 2.011]]}



Record 3
{"formula": "AgH42O21", "method": "the ωB97M-V functional and the def2-TZVPD basis", "total_charge": 2, "spin_multiplicity": 2, "homo_ha": [-0.5552, -0.5552], "energy_ev": -47663.75210, "orbital_gap_ha": [0.3614, 0.2308], "species": ["Ag", "O", "H", "H", "O", "H", "H", "O", "H", "H", "O", "H", "H", "O", "H", "H", "O", "H", "H", "O", "H", "H", "O", "H", "H", "O", "H", "H", "O", "H", "H", "O", "H", "H", "O", "H", "H", "O", "H", "H", "O", "H", "H", "O", "H", "H", "O", "H", "H", "O", "H", "H", "O", "H", "H", "O", "H", "H", "O", "H", "H", "O", "H", "H"], "positions_angstrom": [[-14.875, 12.307, -6.138], [-13.596, 7.881, -6.481], [-12.964, 8.580, -6.311], [-14.305, 8.043, -5.859], [-16.971, 13.427, -4.653], [-17.243, 14.342, -4.579], [-17.592, 12.947, -4.104], [-11.917, 15.628, -6.118], [-11.339, 16.285, -6.506], [-11.976, 15.875, -5.195], [-14.821, 10.599, -7.818], [-15.544, 9.972, -7.801], [-14.091, 10.112, -8.200], [-11.642, 10.793, -8.534], [-11.332, 10.126, -7.921], [-11.448, 10.432, -9.399], [-18.774, 12.559, -8.012], [-19.113, 12.663, -8.901], [-19.551, 12.589, -7.453], [-14.871, 16.214, -7.534], [-14.572, 16.897, -6.933], [-14.913, 16.647, -8.387], [-12.684, 14.763, -8.731], [-13.239, 15.523, -8.554], [-11.960, 14.845, -8.110], [-13.951, 13.791, -10.714], [-13.427, 13.934, -9.926], [-13.873, 14.609, -11.205], [-13.323, 10.369, -1.606], [-12.987, 11.219, -1.893], [-12.539, 9.852, -1.421], [-17.681, 15.413, -8.848], [-18.477, 15.243, -9.352], [-17.052, 15.734, -9.495], [-12.680, 12.068, -6.479], [-11.942, 12.209, -5.886], [-12.280, 11.752, -7.289], [-14.137, 11.881, -3.973], [-14.406, 11.092, -3.503], [-13.461, 12.272, -3.419], [-18.789, 12.111, -2.736], [-18.919, 11.603, -3.537], [-19.157, 11.565, -2.042], [-16.148, 13.365, -7.520], [-17.036, 13.010, -7.475], [-16.220, 14.118, -8.106], [-12.168, 12.976, -2.425], [-11.632, 13.141, -1.649], [-12.448, 13.844, -2.713], [-14.373, 14.399, -5.629], [-13.504, 14.797, -5.577], [-14.894, 15.026, -6.131], [-16.011, 10.727, -2.121], [-15.372, 10.598, -1.421], [-16.736, 10.144, -1.896], [-15.213, 8.018, -4.084], [-15.609, 7.182, -3.838], [-15.297, 8.563, -3.302], [-16.190, 10.802, -5.012], [-16.810, 10.119, -5.268], [-16.493, 11.091, -4.151], [-19.370, 10.695, -5.011], [-19.599, 11.446, -5.559], [-19.198, 9.988, -5.632]]}



Record 4
{"formula": "AlBH10O3", "method": "the ωB97M-V functional and the def2-TZVPD basis", "total_charge": 2, "spin_multiplicity": 1, "homo_ha": -0.7330, "energy_ev": -13550.18298, "relative_energy_kcal_mol": 152.6, "orbital_gap_ha": 0.1696, "species": ["Al", "B", "H", "H", "H", "H", "O", "H", "H", "O", "H", "H", "O", "H", "H"], "positions_angstrom": [[-0.136, -0.565, -1.656], [0.291, 1.170, 1.041], [-0.031, 1.761, 0.197], [1.235, 0.692, 0.830], [0.233, 1.691, 1.985], [-0.435, 0.382, 1.165], [1.111, -1.940, 0.696], [1.867, -1.518, 1.104], [1.014, -2.767, 1.167], [0.184, 2.100, -2.792], [-0.319, 2.390, -3.553], [0.569, 2.902, -2.438], [-1.712, -1.820, 0.523], [-1.343, -2.174, 1.332], [-2.528, -2.305, 0.400]]}



Record 5
{"formula": "AlBH24O10", "method": "the ωB97M-V functional and the def2-TZVPD basis", "total_charge": 1, "spin_multiplicity": 2, "homo_ha": [-0.5127, -0.5011], "energy_ev": -28126.06700, "relative_energy_kcal_mol": 0.0, "orbital_gap_ha": [0.3949, 0.1574], "species": ["Al", "B", "H", "H", "H", "H", "O", "H", "H", "O", "H", "H", "O", "H", "H", "O", "H", "H", "O", "H", "H", "O", "H", "H", "O", "H", "H", "O", "H", "H", "O", "H", "H", "O", "H", "H"], "positions_angstrom": [[5.254, 3.413, 5.002], [2.098, 2.323, 4.537], [1.460, 2.089, 5.374], [2.402, 3.351, 4.664], [2.959, 1.688, 4.682], [1.559, 2.171, 3.616], [1.932, 6.030, 2.435], [1.289, 5.441, 2.831], [1.601, 6.186, 1.550], [0.077, 4.063, 3.026], [0.730, 3.403, 3.257], [-0.692, 3.833, 3.547], [2.713, 0.943, 2.001], [2.506, 1.656, 2.606], [1.917, 0.413, 1.974], [0.863, 4.366, 6.077], [1.384, 3.666, 5.683], [1.010, 5.123, 5.509], [3.292, 3.469, 7.211], [2.461, 2.999, 7.267], [3.187, 4.214, 7.803], [3.514, 5.826, 4.639], [3.232, 5.880, 3.726], [3.045, 6.537, 5.077], [5.283, 0.764, 3.439], [5.941, 0.094, 3.254], [4.691, 0.734, 2.687], [3.812, 3.762, 2.170], [4.109, 3.388, 1.340], [3.262, 4.504, 1.915], [4.679, 0.601, 6.297], [4.249, -0.121, 5.838], [4.541, 0.411, 7.225], [1.150, -0.266, 4.903], [0.316, -0.208, 4.438], [1.600, 0.552, 4.690]]}



Record 6
{"formula": "AlBH8O2", "method": "the ωB97M-V functional and the def2-TZVPD basis", "total_charge": 2, "spin_multiplicity": 1, "homo_ha": -0.6488, "energy_ev": -11468.69555, "relative_energy_kcal_mol": 119.3, "orbital_gap_ha": 0.0866, "species": ["Al", "B", "H", "H", "H", "H", "O", "H", "H", "O", "H", "H"], "positions_angstrom": [[17.252, -11.671, 9.074], [12.128, -9.747, 7.228], [11.390, -10.422, 6.823], [13.057, -9.704, 6.682], [11.726, -8.758, 7.074], [12.314, -9.861, 8.284], [12.688, -14.429, 10.851], [12.247, -14.907, 11.553], [12.151, -14.590, 10.076], [14.427, -14.390, 5.093], [13.991, -14.052, 4.312], [14.021, -15.243, 5.245]]}